No. 1
Molecular formula: C5H8NO2S
Method: DFT, wB97M-V/def2-TZVPD

```
! wB97M-V def2-TZVPD RIJCOSX def2/J DEFGRID3
* xyz 1 1
C -1.28 -0.78 0.54
C -0.23 -1.61 -0.11
C 1.06 -0.81 -0.26
C 0.69 0.66 -0.27
C 1.70 1.66 0.23
N -3.73 0.77 -0.73
O -2.33 -1.12 0.96
O -3.98 -0.01 0.00
S -0.80 0.95 0.86
H 0.00 -2.49 0.43
H -0.67 -1.97 -1.03
H 1.71 -1.08 0.58
H 1.70 -1.11 -1.05
H 0.24 0.93 -1.32
H 1.98 1.48 1.33
H 1.36 2.83 0.25
H 2.58 1.70 -0.41
*
```

## Properties
**F_max**: 0.0817 Eh/bohr
**LUMO level (spin up / spin down)**: -0.290 / -0.277 hartree

***

No. 2
Molecular formula: C3O4
Method: DFT, wB97M-V/def2-TZVPD

```
! wB97M-V def2-TZVPD RIJCOSX def2/J DEFGRID3
* xyz 0 1
O -0.49 -0.72 2.53
C -1.19 -0.66 1.57
C -1.60 -0.30 0.37
O -2.23 -0.49 -0.62
O 2.83 0.51 -1.92
C 1.99 0.67 -1.19
O 1.03 0.93 -0.63
*
```

## Properties
**F_max**: 0.0673 Eh/bohr
**LUMO level (spin up / spin down)**: -0.060 / -0.060 hartree

***

No. 3
Molecular formula: C22H60N2O13
Method: DFT, wB97M-V/def2-TZVPD

```
! wB97M-V def2-TZVPD RIJCOSX def2/J DEFGRID3
* xyz 0 1
C -9.92 -14.95 11.45
O -9.42 -14.24 10.34
C -10.10 -13.04 10.14
C -9.30 -12.02 9.35
N -9.11 -12.41 8.00
C -8.58 -11.30 7.13
C -8.45 -11.83 5.75
O -7.59 -13.00 5.80
C -7.44 -13.66 4.56
H -9.62 -15.96 11.35
H -10.98 -14.98 11.33
H -9.70 -14.50 12.41
H -10.43 -12.66 11.18
H -11.07 -13.25 9.58
H -8.32 -11.84 9.85
H -9.95 -11.07 9.39
H -8.61 -13.27 7.79
H -7.61 -10.85 7.48
H -9.30 -10.52 7.24
H -8.11 -11.05 5.05
H -9.49 -12.14 5.40
H -6.88 -13.08 3.87
H -8.40 -13.86 4.12
H -7.00 -14.61 4.72
C -7.52 -22.70 5.56
O -8.65 -22.08 5.00
C -9.48 -22.88 4.22
C -10.74 -22.19 3.90
N -10.66 -20.99 3.06
C -11.96 -20.34 3.07
C -11.90 -19.04 2.31
O -10.81 -18.26 2.61
C -10.75 -17.78 3.89
H -7.05 -22.04 6.35
H -6.86 -22.89 4.71
H -7.81 -23.64 6.02
H -9.73 -23.82 4.82
H -8.91 -23.16 3.34
H -11.22 -22.06 4.90
H -11.40 -22.88 3.37
H -9.93 -20.40 3.45
H -12.26 -20.11 4.14
H -12.76 -21.00 2.62
H -12.79 -18.42 2.49
H -11.96 -19.31 1.25
H -10.53 -18.52 4.65
H -11.69 -17.25 4.21
H -9.94 -17.07 3.89
O -14.38 -18.38 6.29
C -15.13 -19.48 6.83
C -14.32 -20.62 7.44
O -13.51 -21.08 6.35
H -14.26 -18.61 5.35
H -15.73 -18.95 7.60
H -15.71 -19.99 6.05
H -15.00 -21.37 7.86
H -13.63 -20.31 8.22
H -13.48 -22.07 6.33
O -14.22 -16.74 3.96
C -14.10 -15.48 3.29
C -13.09 -14.62 3.98
O -13.43 -14.56 5.42
H -14.06 -16.62 4.90
H -13.78 -15.71 2.28
H -15.09 -15.04 3.28
H -13.07 -13.54 3.66
H -12.07 -15.04 3.84
H -12.56 -14.47 5.84
O -8.59 -17.50 9.88
C -7.23 -17.63 9.37
C -6.72 -16.37 8.74
O -6.82 -15.29 9.66
H -9.19 -17.51 9.09
H -6.58 -17.81 10.36
H -7.21 -18.44 8.68
H -7.35 -16.19 7.83
H -5.70 -16.47 8.48
H -7.77 -15.15 9.90
O -10.91 -14.09 6.61
C -10.18 -15.25 6.92
C -11.16 -16.35 7.31
O -10.34 -17.50 7.55
H -10.58 -13.27 7.10
H -9.40 -15.51 6.17
H -9.54 -15.09 7.82
H -11.76 -16.51 6.47
H -11.83 -16.13 8.15
H -10.96 -18.24 7.78
C -10.19 -21.63 8.79
C -10.15 -20.70 7.63
O -11.32 -19.92 7.50
H -10.49 -21.01 9.64
H -9.14 -21.95 9.01
H -10.90 -22.47 8.66
H -9.88 -21.18 6.69
H -9.34 -19.96 7.82
H -12.04 -20.41 7.01
*
```

## Properties
**F_max**: 0.0666 Eh/bohr
**LUMO level**: 0.010 hartree

***

No. 4
Molecular formula: C6H10O
Method: DFT, wB97M-V/def2-TZVPD

```
! wB97M-V def2-TZVPD RIJCOSX def2/J DEFGRID3
* xyz 0 1
C 2.26 -0.52 0.09
C 0.96 -0.32 0.77
C -1.06 -0.33 -1.08
C -1.68 0.61 -0.10
C -1.79 -0.86 0.14
O -0.87 1.35 0.79
C 0.51 1.09 0.72
H 2.73 0.35 -0.41
H 2.10 -1.30 -0.67
H 2.95 -0.99 0.79
H 0.02 -0.34 -1.19
H -1.55 -0.49 -2.04
H -2.55 1.19 -0.39
H -2.72 -1.37 -0.05
H -1.22 -1.22 0.99
H 0.98 1.73 -0.06
H 0.94 1.40 1.69
*
```

## Properties
**F_max**: 0.0075 Eh/bohr
**LUMO level**: 0.007 hartree

***

No. 5
Molecular formula: C31H33Cl3N9NaO10P2S
Method: DFT, wB97M-V/def2-TZVPD

```
! wB97M-V def2-TZVPD RIJCOSX def2/J DEFGRID3
* xyz -2 1
Na 11.50 14.60 9.58
C 11.05 11.34 13.65
C 10.69 12.34 12.63
N 11.69 13.06 12.08
O 12.81 12.79 12.63
C 9.34 12.51 12.08
C 8.12 11.75 12.55
N 9.01 13.57 11.39
O 7.86 13.72 10.99
H 11.00 11.62 14.75
H 12.12 11.10 13.43
H 10.40 10.44 13.55
H 13.83 13.93 11.80
H 8.38 10.76 12.86
H 7.42 11.65 11.70
H 7.49 12.27 13.27
O 15.87 14.16 9.57
P 15.24 15.12 10.70
O 16.07 15.10 11.97
O 13.83 14.45 10.96
O 14.75 16.52 10.02
P 14.09 16.80 8.44
O 15.50 16.38 7.65
O 13.84 18.28 8.29
O 13.13 15.66 8.22
H 15.67 14.47 8.66
H 16.27 16.90 7.66
Cl 20.13 12.55 12.96
C 18.96 11.68 12.04
C 18.22 12.43 11.10
C 17.37 11.74 10.24
C 16.98 10.39 10.51
C 15.80 9.88 9.72
C 14.48 10.20 10.51
N 13.34 10.72 9.65
C 12.31 9.96 8.98
C 11.35 10.93 8.64
N 11.92 12.17 8.68
C 13.14 12.01 9.29
O 15.86 10.45 8.38
C 15.87 9.40 7.36
C 17.05 9.76 6.42
C 16.86 10.59 5.34
Cl 15.47 11.45 4.69
S 18.37 10.86 4.50
C 19.23 9.84 5.59
C 18.42 9.34 6.58
C 17.63 9.69 11.57
Cl 17.12 8.06 12.19
C 18.72 10.35 12.31
H 18.26 13.48 11.21
H 16.91 12.17 9.30
H 15.82 8.79 9.69
H 14.75 10.98 11.23
H 14.18 9.28 11.08
H 12.41 8.85 8.85
H 10.42 10.69 8.18
H 13.83 12.83 9.38
H 14.90 9.46 6.81
H 16.17 8.52 7.94
H 20.31 9.89 5.70
H 18.69 8.52 7.23
H 19.21 9.88 13.14
C 11.06 17.65 6.41
C 10.48 17.72 7.75
N 10.01 16.69 8.48
C 9.22 17.19 9.47
C 9.30 18.51 9.44
N 10.21 18.90 8.47
C 10.49 20.24 7.94
N 10.45 21.20 9.02
N 9.68 22.38 8.93
N 9.73 22.96 10.05
C 10.64 22.34 10.89
C 11.19 22.71 12.16
C 12.39 22.05 12.51
C 12.98 21.09 11.67
C 12.48 20.61 10.46
C 11.31 21.36 10.10
H 10.22 17.92 5.67
H 11.51 16.60 6.25
H 11.91 18.29 6.36
H 8.53 16.57 9.99
H 8.81 19.23 10.06
H 9.80 20.65 7.15
H 11.57 20.31 7.69
H 10.79 23.59 12.71
H 12.88 22.41 13.47
H 14.03 20.83 11.96
H 13.08 19.94 9.81
*
```

## Properties
**F_max**: 0.1041 Eh/bohr
**LUMO level**: 0.113 hartree

***

No. 6
Molecular formula: C5H12NO
Method: DFT, wB97M-V/def2-TZVPD

```
! wB97M-V def2-TZVPD RIJCOSX def2/J DEFGRID3
* xyz 1 1
C -1.28 -1.71 -3.01
C -0.27 -1.85 -1.86
C -0.37 -0.70 -0.94
C 0.45 -0.06 -0.11
N -0.06 1.00 0.66
C 0.62 1.66 1.54
H -1.46 -2.64 -3.52
H -2.19 -1.25 -2.63
H -0.88 -1.05 -3.79
H -0.51 -2.79 -1.36
H 0.71 -1.93 -2.32
H -1.40 -0.42 -0.71
H 1.47 -0.36 0.11
H -1.07 1.13 0.65
H 1.51 1.19 1.94
H 0.27 2.56 2.01
H 1.68 3.16 4.44
H 1.52 1.69 4.76
O 1.26 2.36 4.12
*
```

## Properties
**F_max**: 0.0385 Eh/bohr
**LUMO level**: -0.185 hartree

***

No. 7
Molecular formula: C3H9O5
Method: DFT, wB97M-V/def2-TZVPD

```
! wB97M-V def2-TZVPD RIJCOSX def2/J DEFGRID3
* xyz 0 2
O 0.60 -0.94 0.52
C -0.17 -0.19 1.22
O -0.48 -0.65 2.31
C -0.94 0.97 0.61
C -1.90 0.69 -0.56
O -1.92 1.78 -1.49
H -0.26 1.80 0.37
H -1.43 1.55 1.39
H -1.69 -0.19 -1.15
H -2.89 0.65 -0.13
H -1.14 2.30 -1.25
H 2.70 -2.05 0.05
H 2.31 -1.87 1.64
O 2.76 -2.37 0.96
H 1.57 -1.00 -0.93
H 1.03 0.01 -1.84
O 1.84 -0.49 -1.72
*
```

## Properties
**F_max**: 0.0552 Eh/bohr
**LUMO level (spin up / spin down)**: 0.012 / -0.153 hartree
**<S²>**: 0.76

***

No. 8
Molecular formula: C45H100ClN5
Method: DFT, wB97M-V/def2-TZVPD

```
! wB97M-V def2-TZVPD RIJCOSX def2/J DEFGRID3
* xyz 4 1
C 4.41 0.28 -1.66
C 2.93 0.61 -1.83
C 2.49 1.40 -3.11
N 0.95 1.67 -3.27
C 0.11 0.35 -3.18
C 0.21 -0.51 -4.45
C -0.05 0.32 -5.75
C 0.67 1.63 -5.81
C 0.60 2.47 -4.55
C 0.48 2.54 -2.04
H 4.81 -0.03 -2.63
H 4.61 -0.53 -0.96
H 4.92 1.18 -1.32
H 2.59 1.05 -0.89
H 2.52 -0.39 -1.88
H 2.84 0.95 -4.03
H 2.96 2.38 -3.22
H 0.17 -0.04 -2.16
H -0.92 0.70 -3.18
H 1.23 -0.90 -4.46
H -0.41 -1.40 -4.53
H 0.21 -0.15 -6.70
H -1.14 0.43 -5.82
H 1.73 1.44 -5.97
H 0.33 2.12 -6.72
H 1.30 3.30 -4.68
H -0.41 2.82 -4.32
H 1.04 3.48 -2.04
H 0.66 1.96 -1.13
H -0.55 2.89 -2.13
C -1.74 -2.29 -1.50
C -2.88 -1.85 -2.51
C -3.07 -3.04 -3.53
N -3.94 -2.71 -4.77
C -4.01 -3.97 -5.69
C -5.26 -4.03 -6.64
C -6.54 -3.58 -6.06
C -6.51 -2.30 -5.24
C -5.34 -2.17 -4.25
C -3.31 -1.60 -5.66
H -1.75 -3.30 -1.07
H -1.50 -1.60 -0.69
H -0.83 -2.38 -2.10
H -2.65 -0.93 -3.04
H -3.83 -1.53 -2.07
H -3.50 -3.92 -3.05
H -2.11 -3.35 -3.96
H -4.04 -4.82 -5.00
H -3.10 -4.12 -6.26
H -5.35 -5.10 -6.81
H -4.98 -3.49 -7.55
H -6.84 -4.29 -5.28
H -7.33 -3.59 -6.80
H -7.38 -2.16 -4.60
H -6.41 -1.51 -5.98
H -5.57 -2.82 -3.41
H -5.13 -1.14 -3.95
H -3.82 -1.68 -6.62
H -2.28 -1.95 -5.75
H -3.36 -0.65 -5.13
C 4.36 -0.09 3.85
C 3.37 1.13 3.80
C 3.41 1.85 2.42
N 2.76 3.30 2.49
C 3.36 4.29 3.55
C 3.03 5.72 3.32
C 3.06 6.16 1.89
C 2.27 5.26 0.91
C 2.83 3.88 1.03
C 1.24 3.16 2.78
H 5.33 0.16 3.43
H 3.89 -0.84 3.21
H 4.63 -0.45 4.84
H 3.57 1.88 4.57
H 2.46 0.64 4.15
H 3.01 1.16 1.68
H 4.44 2.03 2.10
H 4.42 4.05 3.64
H 2.85 3.99 4.46
H 3.84 6.26 3.81
H 2.12 5.94 3.88
H 4.11 6.24 1.64
H 2.72 7.20 1.86
H 2.37 5.71 -0.08
H 1.21 5.45 1.06
H 3.88 4.06 0.76
H 2.38 3.14 0.36
H 1.01 2.72 3.75
H 0.84 2.53 1.98
H 0.81 4.16 2.77
C 1.86 -7.73 -1.63
C 1.83 -6.65 -0.56
C 2.85 -5.49 -0.90
N 3.03 -4.37 0.21
C 3.90 -3.17 -0.30
C 5.39 -3.55 -0.36
C 5.89 -3.89 1.00
C 5.15 -5.13 1.51
C 3.62 -4.93 1.51
C 1.63 -3.81 0.56
H 1.05 -8.39 -1.33
H 2.78 -8.32 -1.58
H 1.76 -7.40 -2.66
H 2.02 -7.07 0.43
H 0.82 -6.25 -0.65
H 2.40 -4.93 -1.72
H 3.87 -5.78 -1.14
H 3.45 -2.93 -1.26
H 3.67 -2.31 0.32
H 5.74 -4.38 -0.98
H 6.01 -2.76 -0.79
H 6.97 -4.03 0.97
H 5.76 -3.12 1.76
H 5.32 -5.98 0.84
H 5.44 -5.49 2.50
H 3.06 -5.78 1.89
H 3.40 -4.21 2.29
H 1.00 -4.65 0.83
H 1.27 -3.33 -0.35
H 1.77 -3.01 1.29
C -2.69 1.02 2.24
C -2.54 1.92 3.46
C -3.88 2.15 4.24
N -3.77 3.06 5.47
C -3.07 4.36 5.16
C -3.16 5.39 6.25
C -4.66 5.72 6.63
C -5.36 4.39 7.08
C -5.28 3.29 5.96
C -2.97 2.34 6.63
H -3.20 0.08 2.44
H -1.73 0.81 1.78
H -3.24 1.59 1.49
H -2.15 2.92 3.24
H -1.71 1.56 4.08
H -4.21 1.22 4.72
H -4.63 2.59 3.58
H -3.40 4.66 4.17
H -2.02 4.13 4.97
H -2.58 6.27 5.99
H -2.63 5.07 7.14
H -5.13 6.36 5.88
H -4.68 6.46 7.43
H -6.39 4.63 7.34
H -4.85 4.00 7.97
H -5.83 3.63 5.08
H -5.69 2.32 6.24
H -2.01 2.11 6.18
H -3.59 1.44 6.67
H -2.89 2.86 7.58
Cl 0.73 -0.34 0.72
*
```

## Properties
**F_max**: 0.0506 Eh/bohr
**LUMO level**: -0.265 hartree

***

No. 9
Molecular formula: C26H27FGaN6S
Method: DFT, wB97M-V/def2-TZVPD

```
! wB97M-V def2-TZVPD RIJCOSX def2/J DEFGRID3
* xyz -1 1
F 2.82 4.33 -1.80
Ga 1.41 4.54 -3.07
N -0.04 3.24 -2.84
C -1.27 3.88 -3.01
S -2.53 5.05 -2.84
H 1.90 4.46 -4.59
H 0.75 6.01 -2.83
N -1.58 1.76 2.63
C -0.24 1.62 2.71
C 0.61 1.76 1.62
C 0.06 2.06 0.38
C -1.32 2.21 0.27
C -2.09 2.06 1.41
H 0.14 1.38 3.69
H 1.68 1.63 1.75
H 0.70 2.17 -0.49
H -1.78 2.45 -0.68
H -3.17 2.17 1.37
N 2.79 -1.64 0.04
C 3.73 -2.50 0.47
C 3.89 -2.86 1.80
C 3.04 -2.30 2.74
C 2.06 -1.40 2.33
C 1.97 -1.11 0.98
H 4.37 -2.91 -0.30
H 4.67 -3.56 2.09
H 3.13 -2.55 3.80
H 1.37 -0.95 3.04
H 1.22 -0.42 0.60
N -1.86 -2.29 3.91
C -2.57 -3.43 3.89
C -3.37 -3.82 2.82
C -3.44 -2.99 1.71
C -2.72 -1.80 1.71
C -1.95 -1.49 2.82
H -2.49 -4.05 4.78
H -3.91 -4.76 2.85
H -4.05 -3.26 0.86
H -2.75 -1.12 0.86
H -1.36 -0.58 2.87
N 6.06 6.35 -4.90
C 6.65 7.46 -5.39
C 6.33 8.75 -4.98
C 5.35 8.91 -4.01
C 4.72 7.79 -3.49
C 5.11 6.54 -3.96
H 7.40 7.29 -6.15
H 6.84 9.61 -5.41
H 5.08 9.90 -3.67
H 3.95 7.88 -2.73
H 4.65 5.63 -3.58
N -5.26 -6.35 0.39
C -4.75 -7.31 -0.42
C -4.89 -8.67 -0.17
C -5.59 -9.07 0.96
C -6.12 -8.10 1.81
C -5.93 -6.77 1.48
H -4.21 -6.95 -1.29
H -4.47 -9.40 -0.85
H -5.72 -10.12 1.19
H -6.67 -8.38 2.70
H -6.33 -5.97 2.11
*
```

## Properties
**F_max**: 0.2201 Eh/bohr
**LUMO level**: 0.070 hartree